{
  "formula": "C32H92F2N9O14PbS2",
  "method": "ωB97M-V/def2-TZVPD",
  "orbital_gap_ev": 7.11,
  "charge": 1,
  "homo_ev": -10.40,
  "symbols": ["Pb", "N", "S", "O", "O", "F", "S", "O", "O", "F", "O", "H", "H", "O", "H", "H", "C", "C", "C", "O", "C", "N", "H", "H", "H", "H", "H", "H", "H", "H", "H", "H", "H", "C", "C", "C", "O", "C", "N", "H", "H", "H", "H", "H", "H", "H", "H", "H", "H", "H", "C", "C", "C", "O", "C", "N", "H", "H", "H", "H", "H", "H", "H", "H", "H", "H", "H", "C", "C", "C", "O", "C", "N", "H", "H", "H", "H", "H", "H", "H", "H", "H", "H", "H", "C", "C", "C", "O", "C", "N", "H", "H", "H", "H", "H", "H", "H", "H", "H", "H", "H", "C", "C", "C", "O", "C", "N", "H", "H", "H", "H", "H", "H", "H", "H", "H", "H", "H", "C", "C", "C", "O", "C", "N", "H", "H", "H", "H", "H", "H", "H", "H", "H", "H", "H", "C", "C", "C", "O", "C", "N", "H", "H", "H", "H", "H", "H", "H", "H", "H", "H", "H"],
  "xyz": [[2.2730, -0.2680, 0.8340], [-0.0658, 0.0880, 0.4748], [-1.3713, -0.0850, 1.3302], [-2.2645, -1.1684, 0.9892], [-1.9329, 1.0728, 1.9648], [-0.5362, -0.7821, 2.5425], [-0.7976, 0.8073, -0.8628], [-1.1602, 2.1839, -0.6657], [-1.7083, -0.0391, -1.5634], [0.4448, 0.8619, -1.8561], [2.5507, 2.0826, -0.2778], [1.8531, 2.7575, -0.4722], [3.2823, 2.3324, -0.8820], [-0.3978, 3.1394, 2.7309], [-1.2832, 2.7400, 2.7543], [-0.5253, 4.0504, 3.0271], [-2.2207, 0.9027, -6.5928], [-2.3277, 0.3391, -5.1831], [-1.2015, -0.6654, -4.9681], [-1.3291, -1.7617, -5.8678], [-0.3035, -2.6904, -5.6400], [-2.1693, 1.4242, -4.1881], [-2.2764, 0.1117, -7.3420], [-1.2974, 1.4513, -6.7971], [-3.0360, 1.6016, -6.7987], [-3.3181, -0.1164, -5.0924], [-1.2193, -1.0428, -3.9376], [-0.2397, -0.1939, -5.2112], [0.6983, -2.2586, -5.7762], [-0.3760, -3.5116, -6.3483], [-0.3427, -3.0564, -4.6080], [-2.5161, 0.9447, -3.3573], [-2.9121, 2.1003, -4.3561], [-5.1668, -0.9200, -0.6912], [-4.7800, -2.1634, -1.5235], [-6.0003, -2.9317, -1.9318], [-5.6355, -4.1415, -2.5836], [-6.7286, -4.8268, -3.1226], [-3.9855, -1.7194, -2.6749], [-5.3705, -1.1919, 0.3438], [-6.0196, -0.4174, -1.1459], [-4.3189, -0.2382, -0.6540], [-4.2052, -2.8436, -0.8790], [-6.5023, -2.3083, -2.6906], [-6.7297, -3.1515, -1.1470], [-7.4777, -5.1814, -2.4023], [-6.3337, -5.7559, -3.5377], [-7.2335, -4.2449, -3.8994], [-3.2147, -1.1587, -2.3313], [-3.5712, -2.5328, -3.1214], [-2.8893, -8.6473, 1.9548], [-3.3779, -7.4233, 2.7205], [-2.4310, -6.2174, 2.5497], [-2.8475, -5.1267, 3.3187], [-2.1065, -3.9603, 3.0035], [-4.6857, -7.0572, 2.1320], [-3.6767, -9.3852, 1.8400], [-1.9265, -8.9771, 2.3467], [-2.6790, -8.3328, 0.9238], [-3.5462, -7.6597, 3.7708], [-2.4766, -5.9376, 1.4878], [-1.4117, -6.5870, 2.7457], [-1.0378, -4.1742, 2.9167], [-2.4107, -3.2116, 3.7279], [-2.3883, -3.5828, 2.0124], [-4.6028, -6.6793, 1.1938], [-5.0550, -6.2771, 2.6703], [0.4154, 0.3195, 9.2273], [-0.8784, 0.7964, 8.5514], [-0.8832, 0.5152, 7.0577], [-1.9557, 1.2075, 6.4604], [-2.3422, 0.7129, 5.2084], [-1.9560, 0.1193, 9.2761], [0.4570, 0.4319, 10.3078], [1.3205, 0.8292, 8.8827], [0.5093, -0.7427, 8.9819], [-1.0394, 1.8684, 8.6898], [-1.0112, -0.5681, 6.9342], [0.0681, 0.8204, 6.6019], [-2.5933, -0.3553, 5.2432], [-1.5673, 0.9263, 4.4641], [-3.2681, 1.2250, 4.9410], [-2.8276, 0.2963, 8.7756], [-1.8630, -0.8926, 9.2191], [3.0063, 2.4769, 4.7995], [3.2129, 1.8859, 3.4036], [4.3651, 0.9256, 3.2338], [4.5731, 0.7200, 1.8380], [5.6827, -0.1190, 1.6181], [1.9242, 1.3059, 2.9175], [3.8968, 3.0093, 5.1450], [2.8102, 1.7005, 5.5426], [2.2164, 3.2258, 4.7893], [3.4268, 2.7303, 2.7403], [4.1417, -0.0645, 3.6624], [5.2521, 1.2862, 3.7607], [5.9770, -0.1393, 0.5679], [5.5079, -1.1512, 1.9426], [6.5901, 0.2221, 2.1274], [1.6476, 0.7271, 3.7210], [1.2145, 2.0400, 3.0369], [-0.5307, 5.8325, -1.9953], [0.7094, 5.2169, -1.3263], [0.4444, 5.0700, 0.1851], [0.3895, 6.2683, 0.9489], [1.3395, 7.2608, 0.5908], [0.8994, 3.8258, -1.8572], [-0.5613, 6.8860, -1.7067], [-1.4069, 5.2573, -1.6991], [-0.4830, 5.8257, -3.0872], [1.6029, 5.8334, -1.4294], [1.1971, 4.4274, 0.6639], [-0.5102, 4.5623, 0.3276], [2.3202, 6.7988, 0.4180], [1.3748, 7.9262, 1.4467], [1.1381, 7.7850, -0.3470], [0.6554, 3.9712, -2.8352], [0.0520, 3.3618, -1.5138], [3.2990, 4.1989, -5.0895], [3.9006, 3.0037, -4.3481], [4.2818, 3.3998, -2.9211], [4.7878, 2.2775, -2.1788], [6.1956, 2.1310, -2.3407], [2.8707, 1.9416, -4.2881], [4.1430, 4.8176, -5.4102], [2.6153, 4.7911, -4.4791], [2.7891, 3.9324, -6.0145], [4.6998, 2.6071, -4.9802], [3.3911, 3.7391, -2.3929], [5.0132, 4.2128, -2.9889], [6.4773, 2.2038, -3.3921], [6.4591, 1.1438, -1.9580], [6.7887, 2.8452, -1.7652], [1.9280, 2.3021, -4.2996], [3.0406, 1.4289, -3.4343], [3.9487, -1.4464, -3.5672], [2.9800, -1.1637, -2.3995], [2.1759, -2.3867, -1.9835], [1.5535, -2.2482, -0.7057], [0.5160, -3.2083, -0.4800], [3.8326, -0.7583, -1.2316], [3.3291, -1.7218, -4.4242], [4.6552, -2.2267, -3.2882], [4.4402, -0.5097, -3.8220], [2.2739, -0.4278, -2.7762], [2.7569, -3.3167, -2.0235], [1.3597, -2.5551, -2.6937], [-0.3582, -2.8789, -1.0409], [0.3605, -3.3696, 0.5835], [0.7758, -4.2057, -0.8493], [4.3060, 0.0875, -1.5512], [4.6013, -1.4284, -1.2443]],
  "atomic_forces_ev_per_a": [[0.7, 0.4, 0.3], [-1.8, 1.9, -3.4], [-2.2, -3.4, 5.4], [1.1, 1.6, -0.5], [0.3, -0.4, -1.2], [0.1, 0.3, -0.2], [0.8, 1.1, -2.5], [0.3, -1.2, 0.4], [0.5, 0.0, 1.0], [0.0, -0.2, 0.9], [0.0, 0.0, 0.1], [0.4, -0.5, -0.3], [-0.2, -0.4, 0.4], [-0.2, 0.4, 0.3], [0.4, 0.0, -0.2], [0.1, -0.1, -0.1], [-0.2, 0.2, -0.5], [0.5, 0.6, -1.1], [-0.3, -0.3, -0.4], [-0.1, 0.0, 0.2], [0.3, 0.1, 0.0], [-0.6, -0.8, 0.3], [-0.1, -0.1, 0.1], [0.1, -0.1, 0.4], [-0.1, -0.1, 0.1], [0.2, -0.4, 0.1], [0.2, 0.1, 0.1], [0.0, 0.3, 0.5], [0.0, 0.3, -0.1], [-0.3, 0.0, 0.1], [-0.1, -0.3, 0.0], [0.3, 0.5, 0.4], [0.2, 0.1, -0.2], [0.3, -0.6, -0.2], [0.4, 0.3, 1.1], [-0.6, 0.1, -1.6], [0.3, 0.1, 0.6], [-0.1, -0.8, -0.3], [-0.2, -0.4, -0.1], [-0.3, 0.0, 0.0], [0.0, 0.1, 0.1], [0.0, 0.1, -0.1], [0.2, 0.1, 0.1], [-0.2, 0.0, 0.2], [0.3, 0.2, 0.4], [0.1, 0.5, 0.3], [0.0, 0.2, -0.3], [0.0, 0.0, 0.0], [-0.1, -0.1, 0.0], [-0.2, 0.1, -0.2], [0.6, 1.0, -0.5], [-0.8, 0.8, -1.3], [-0.1, -1.3, -0.3], [0.5, 0.0, 0.3], [-0.8, -0.2, -0.7], [-0.5, 0.2, 0.9], [0.2, -0.3, 0.6], [-0.3, -0.6, 0.1], [0.0, 0.1, 0.0], [0.1, 0.1, 0.1], [0.1, -0.1, -0.1], [0.2, 0.6, 0.4], [0.2, 0.2, 0.6], [0.5, 0.1, 0.2], [-0.2, 0.0, 0.0], [0.3, -0.2, -0.1], [-0.1, -0.1, 0.0], [0.4, 0.1, -0.7], [0.3, -0.2, 1.0], [0.1, -0.1, 0.1], [-0.1, 0.0, 0.6], [-0.3, 0.1, -0.1], [-0.9, 0.1, -0.6], [-0.6, 0.0, 0.0], [-0.1, 0.0, -0.4], [0.2, 0.0, 0.2], [0.1, 0.0, 0.0], [0.1, -0.1, -0.2], [0.1, 0.0, -0.1], [0.3, 0.0, 0.0], [-0.1, -0.2, -0.1], [0.2, 0.1, -0.1], [0.0, 0.2, 0.3], [0.3, 0.0, 0.1], [0.9, -0.2, 0.1], [-0.6, 1.1, -0.4], [-0.6, -0.6, 0.5], [0.4, 0.3, 0.0], [1.0, -0.5, -0.2], [0.3, -0.2, 1.3], [0.1, -0.1, -0.1], [-0.2, 0.0, 0.0], [-0.2, -0.2, 0.0], [0.1, -0.1, -0.1], [-0.1, 0.1, 0.3], [0.1, 0.2, -0.4], [-0.5, 0.1, -0.1], [-0.2, 0.0, 0.1], [-0.2, 0.2, 0.3], [-0.1, -0.5, -0.4], [-0.1, 0.1, -0.8], [1.0, 0.5, 0.1], [-0.9, -0.5, 0.6], [0.2, 0.1, 0.2], [-0.3, 0.2, -0.7], [0.4, -0.7, 0.1], [-0.5, 1.2, 0.4], [-0.6, -0.1, 0.1], [-0.2, 0.3, 0.1], [0.2, -0.1, 0.0], [0.1, -0.2, -0.5], [0.2, -0.1, -0.3], [-0.1, 0.1, 0.0], [0.2, 0.1, 0.4], [0.1, 0.3, -0.2], [-0.5, 0.2, 0.2], [0.5, -0.6, -0.2], [0.3, -0.1, -0.2], [1.0, 0.3, -0.2], [-2.1, -0.3, -0.3], [0.5, 0.1, -0.9], [0.3, 0.4, 0.0], [0.1, -0.5, 0.2], [0.8, -0.3, -0.1], [-0.2, 0.4, 0.1], [0.1, 0.0, 0.1], [-0.1, -0.4, 0.1], [0.4, 0.1, 0.5], [-0.1, 0.1, -0.2], [0.1, -0.1, 0.5], [0.0, -0.1, 0.0], [0.0, -0.1, -0.2], [-0.3, 0.3, 0.0], [-0.1, 0.1, 0.2], [-0.4, -0.2, 0.1], [-1.4, 0.1, 0.2], [0.9, -1.0, 0.1], [-0.7, -0.7, -0.6], [0.7, 0.1, 0.2], [0.0, -0.4, -0.6], [-0.3, 0.8, -0.8], [0.4, -0.3, -0.2], [0.1, 0.0, -0.2], [0.2, -0.1, 0.0], [0.1, 0.6, 0.7], [0.3, 0.1, 0.3], [0.1, 0.2, -0.3], [-0.3, 0.0, 0.4], [-0.2, 0.6, 0.1], [0.4, 0.2, -0.2], [-0.1, 0.4, 0.3], [-0.2, -0.2, 0.4]],
  "lowdin_charge": [1.608, -0.417, 0.486, -0.242, -0.251, -0.224, 0.546, -0.242, -0.268, -0.167, -0.146, 0.022, 0.033, -0.062, 0.027, 0.067, -0.065, -0.430, -0.211, -0.175, -0.123, 0.050, 0.079, 0.079, 0.077, 0.135, 0.101, 0.127, 0.080, 0.093, 0.073, 0.032, 0.079, -0.047, -0.435, -0.221, -0.190, -0.130, 0.071, 0.081, 0.082, 0.051, 0.132, 0.130, 0.133, 0.088, 0.087, 0.090, 0.012, 0.078, -0.072, -0.416, -0.247, -0.173, -0.104, 0.024, 0.078, 0.075, 0.076, 0.141, 0.121, 0.124, 0.080, 0.088, 0.070, 0.068, 0.066, -0.069, -0.435, -0.225, -0.181, -0.109, 0.031, 0.078, 0.069, 0.077, 0.141, 0.126, 0.116, 0.093, 0.057, 0.099, 0.073, 0.072, -0.036, -0.407, -0.199, -0.320, -0.114, -0.025, 0.088, 0.084, 0.086, 0.146, 0.138, 0.142, 0.078, 0.100, 0.103, 0.089, 0.051, -0.032, -0.393, -0.213, -0.172, -0.103, 0.041, 0.081, 0.091, 0.080, 0.119, 0.114, 0.113, 0.088, 0.094, 0.082, 0.077, 0.025, -0.055, -0.407, -0.178, -0.254, -0.075, 0.064, 0.084, 0.073, 0.086, 0.133, 0.100, 0.136, 0.096, 0.080, 0.097, 0.064, 0.023, -0.028, -0.392, -0.181, -0.373, -0.056, -0.009, 0.090, 0.090, 0.074, 0.114, 0.142, 0.125, 0.101, 0.091, 0.102, 0.053, 0.098]
}